# 1
{
  "formula": "HO7S2",
  "method": "the ωB97M-V functional and the def2-TZVPD basis",
  "species": ["O", "S", "O", "O", "O", "H", "S", "O", "O", "O"],
  "xyz": [[3.712, 1.058, 3.876], [2.611, -0.022, 3.847], [1.679, -0.090, 5.000], [1.915, 0.060, 2.560], [3.713, -1.083, 3.973], [-3.329, -0.014, 5.107], [-4.664, -0.020, 5.660], [-4.949, -1.445, 5.765], [-4.397, 0.690, 6.908], [-5.489, 0.692, 4.691]],
  "lowdin_charge": [-0.2845, 0.3284, -0.3750, -0.3774, -0.2922, 0.0529, 0.3330, -0.4610, -0.4640, -0.4603],
  "total_charge": -2,
  "s2": 0.760,
  "relative_energy_kj_mol": 0.00,
  "homo_lumo_gap_ev": [8.8, 7.1],
  "spin_multiplicity": 2,
  "homo_energy_ev": [-3.0, -3.0],
  "e_tot_ha": -1323.6751,
  "lumo_energy_ev": [5.87, 4.17]
}



# 2
{
  "formula": "HgI3O4P",
  "method": "the ωB97M-V functional and the def2-TZVPD basis",
  "species": ["Hg", "P", "O", "O", "O", "O", "I", "I", "I"],
  "xyz": [[-0.326, -0.798, -0.995], [0.302, 1.278, 0.935], [0.865, 1.384, -0.419], [1.653, 1.390, 1.555], [-0.600, 0.046, 1.148], [-0.415, 2.349, 1.699], [-3.030, -1.937, -0.577], [1.605, -2.582, 0.389], [-0.055, -1.129, -3.736]],
  "lowdin_charge": [0.2085, -0.3158, -0.3929, -0.2006, -0.5640, -0.3849, -0.5085, -0.4560, -0.3858],
  "total_charge": -3,
  "s2": 0.759,
  "homo_lumo_gap_ev": [5.0, 4.9],
  "spin_multiplicity": 2,
  "homo_energy_ev": [1.6, 1.7],
  "e_tot_ha": -1688.9041,
  "lumo_energy_ev": [6.56, 6.56]
}



# 3
{
  "formula": "I2Li",
  "method": "the ωB97M-V functional and the def2-TZVPD basis",
  "species": ["Li", "I", "I"],
  "xyz": [[-0.822, -0.688, 0.738], [-0.303, -0.685, -2.085], [1.125, 1.373, 1.347]],
  "lowdin_charge": [0.3325, -0.6628, -0.6697],
  "total_charge": -1,
  "relative_energy_kj_mol": 0.00,
  "homo_lumo_gap_ev": 6.2,
  "homo_energy_ev": -3.9,
  "e_tot_ha": -603.0959,
  "lumo_energy_ev": 2.25
}



# 4
{
  "formula": "I2NP",
  "method": "the ωB97M-V functional and the def2-TZVPD basis",
  "species": ["N", "P", "I", "I"],
  "xyz": [[0.200, 0.317, 0.557], [-0.486, -0.706, -0.274], [3.313, 0.197, -0.140], [-3.027, 0.192, -0.142]],
  "lowdin_charge": [-0.5215, 0.3650, 0.0164, 0.1402],
  "total_charge": 0,
  "relative_energy_kj_mol": 87.37,
  "homo_lumo_gap_ev": [6.7, 6.9],
  "homo_energy_ev": [-10.1, -9.8],
  "e_tot_ha": -991.4149,
  "lumo_energy_ev": [-3.36, -2.91]
}



# 5
{
  "formula": "I2O2V",
  "method": "the ωB97M-V functional and the def2-TZVPD basis",
  "species": ["O", "V", "O", "I", "I"],
  "xyz": [[-5.300, 6.132, 27.895], [-6.650, 5.600, 27.133], [-7.872, 6.644, 26.946], [-7.279, 4.524, 28.868], [-5.673, 6.937, 25.659]],
  "lowdin_charge": [-0.8374, -0.4657, -0.7112, 0.4901, 0.5242],
  "total_charge": -1,
  "relative_energy_kj_mol": 627.01,
  "homo_lumo_gap_ev": 6.2,
  "homo_energy_ev": -3.2,
  "e_tot_ha": -1689.8054,
  "lumo_energy_ev": 3.00
}



# 6
{
  "formula": "I3PS",
  "method": "the ωB97M-V functional and the def2-TZVPD basis",
  "species": ["P", "S", "I", "I", "I"],
  "xyz": [[-1.097, 1.096, -1.280], [1.026, -0.421, 1.141], [0.781, -2.743, 1.342], [-1.083, -1.065, -2.116], [-2.786, 1.425, 0.432]],
  "lowdin_charge": [-0.3623, -0.3249, 0.2673, 0.2361, 0.1839],
  "total_charge": 0,
  "relative_energy_kj_mol": 196.92,
  "homo_lumo_gap_ev": [7.3, 5.6],
  "homo_energy_ev": [-9.1, -8.2],
  "e_tot_ha": -1632.5910,
  "lumo_energy_ev": [-1.81, -2.61]
}